DFT (ωB97M-V/def2-TZVPD) results for a structure of composition C12H11AuN5OS3Se at a distorted geometry.

Element x y z (Å)
1 Au 1.901 1.257 -0.515
2 N 0.937 2.516 -3.327
3 C -0.043 2.498 -2.432
4 N 0.184 2.287 -1.185
5 C -0.992 2.421 -0.382
6 C -1.930 3.104 -1.046
7 S -1.572 3.275 -2.692
8 C -0.847 2.117 1.021
9 C -1.863 1.554 1.730
10 S -1.328 1.279 3.318
11 C 0.224 1.909 2.922
12 N 0.392 2.290 1.695
13 N 1.263 1.775 3.726
14 H 1.845 2.280 -2.892
15 H 0.822 2.167 -4.284
16 H -2.909 3.348 -0.634
17 H -2.816 1.343 1.406
18 H 1.196 1.652 4.670
19 H 2.149 1.523 3.267
20 Se -0.160 -0.971 1.075
21 C -0.495 -2.487 0.076
22 C -1.821 -2.779 -0.353
23 C -2.016 -3.906 -1.102
24 C -0.892 -4.678 -1.533
25 C 0.378 -4.428 -1.045
26 C 0.590 -3.300 -0.268
27 H -2.621 -2.148 -0.045
28 H -3.011 -4.187 -1.502
29 H -1.108 -5.500 -2.167
30 H 1.230 -5.053 -1.338
31 H 1.556 -2.994 -0.017
32 O 3.799 1.113 2.492
33 S 4.368 0.393 1.321
34 N 3.590 0.329 0.040

Forces on the atoms, in the same order (eV/Å):
Au -0.0663 0.0779 0.2065
N 1.8524 -0.8048 -1.2744
C -0.7653 1.6716 -0.1901
N -0.3553 -2.1163 2.0440
C 2.8881 1.4572 -0.9317
C -1.9167 -0.7043 0.8148
S -0.1378 0.0149 -0.8090
C 2.0150 0.1673 0.2552
C 1.6861 0.0908 1.2985
S -1.1534 -0.1539 1.1997
C 0.6839 -0.6821 0.3641
N -2.6848 0.1522 -2.4578
N 1.0455 0.2402 -2.2072
H -0.6417 0.0580 -0.6415
H -0.1445 0.4170 0.7026
H 0.2765 0.1208 -0.2915
H -1.9814 -0.3736 -0.6213
H -0.4047 -0.5243 2.7457
H 0.1474 0.5634 0.1385
Se -0.0009 0.4959 -0.0313
C -0.3999 0.0436 -0.2490
C 1.1239 -0.4207 0.3520
C 0.2516 -0.6391 -1.3592
C -1.1572 0.7184 1.3604
C 0.4278 0.0242 -0.5115
C -1.4359 -0.3526 -0.5190
H -0.5597 0.3669 0.1143
H 0.7098 0.3025 0.4897
H 0.1088 -0.6972 -0.5317
H -0.4349 0.2772 0.1156
H 1.4509 0.2468 0.5943
O 0.2854 -0.5116 -0.5832
S -1.3400 0.4980 -0.3478
N 0.6275 -0.0243 0.7615

The HOMO-LUMO gap (alpha / beta) is 8.7 / 4.7 eV. As for the total charge: +1. The largest force on an atom is 3.6 eV/A. The value obtained for the HOMO energy (alpha / beta) is -11.563 / -11.311 eV. The spin multiplicity is 3.

***

DFT (ωB97M-V/def2-TZVPD) results for a structure of composition C12H11Cl3CuGe2.

Element x y z (Å)
1 Cu -2.341 0.652 -0.268
2 Ge 0.237 0.122 -0.511
3 C 1.709 1.192 -0.812
4 C 1.557 2.342 -1.607
5 C 2.663 3.131 -1.850
6 C 3.899 2.774 -1.317
7 C 4.049 1.629 -0.536
8 C 2.960 0.826 -0.276
9 C -0.247 -1.379 0.481
10 C 0.538 -1.832 1.554
11 C 0.089 -2.892 2.318
12 C -1.123 -3.506 2.014
13 C -1.902 -3.076 0.942
14 C -1.468 -2.012 0.176
15 H -1.070 0.630 -1.351
16 H 0.596 2.612 -2.028
17 H 2.570 4.023 -2.454
18 H 4.761 3.396 -1.517
19 H 5.020 1.368 -0.137
20 H 3.078 -0.066 0.325
21 H 1.476 -1.351 1.801
22 H 0.680 -3.243 3.153
23 H -1.465 -4.338 2.616
24 H -2.829 -3.579 0.706
25 H -2.040 -1.727 -0.706
26 Cl -6.209 -0.721 -0.581
27 Ge -5.099 1.066 -0.675
28 Cl -6.228 2.828 -0.718
29 Cl -3.863 1.131 1.256

Forces on the atoms, in the same order (eV/Å):
Cu 0.0428 -0.0149 0.0894
Ge -0.0922 -0.0165 -0.0707
C -0.0742 -0.0557 -0.0092
C 0.1480 0.0315 0.0321
C -0.0589 0.0280 -0.0170
C -0.0146 0.0111 -0.0116
C 0.0386 -0.0423 0.0316
C 0.0202 0.0765 -0.0306
C 0.0251 -0.0862 0.0821
C 0.0207 0.0150 0.0498
C 0.0004 -0.0097 -0.0081
C -0.0505 -0.0175 -0.0189
C 0.0543 0.0140 0.0502
C 0.0114 0.0145 -0.0648
H 0.1336 0.0213 -0.0795
H -0.0051 -0.0009 0.0006
H 0.0064 -0.0030 -0.0101
H 0.0062 0.0020 0.0029
H 0.0002 0.0092 -0.0008
H -0.0063 -0.0006 -0.0223
H -0.0162 -0.0166 0.0005
H -0.0041 0.0002 -0.0046
H 0.0163 0.0074 0.0035
H 0.0018 -0.0015 -0.0116
H -0.0313 -0.0033 0.0101
Cl 0.0115 0.0287 0.0034
Ge -0.1645 0.0384 -0.0449
Cl 0.0246 -0.0473 -0.0019
Cl -0.0440 0.0183 0.0502

The HOMO-LUMO gap (alpha / beta) is 6.8 / 6.9 eV. The calculation puts the energy above the lowest of the compared OMol25 structures with the same formula, charge and spin at 0.00 kJ/mol. As for the total charge: +2. The largest force on an atom is 0.2 eV/A. The value obtained for the HOMO energy (alpha / beta) is -15.719 / -16.279 eV. The spin multiplicity is 2.

***

DFT (ωB97M-V/def2-TZVPD) results for a structure of composition C12H11FN2 at a distorted geometry.

Element x y z (Å)
1 C 3.057 -1.583 0.102
2 C 3.574 -0.273 0.070
3 C -2.597 -1.897 -0.128
4 C 1.634 -1.830 0.087
5 C 2.724 0.784 -0.066
6 C -2.767 -0.526 0.234
7 C -1.239 -2.135 -0.126
8 C 0.770 -0.784 0.123
9 C 1.346 0.527 -0.032
10 C -1.528 0.056 0.205
11 C -1.118 1.473 0.440
12 C -2.001 2.388 -0.386
13 N -0.596 -0.941 0.011
14 N 0.542 1.667 -0.373
15 F 1.009 2.833 0.218
16 H 3.698 -2.414 0.110
17 H 4.648 -0.100 0.031
18 H -3.310 -2.596 -0.224
19 H 1.123 -2.773 -0.004
20 H 3.014 1.820 -0.149
21 H -3.678 -0.245 0.538
22 H -0.655 -2.988 -0.523
23 H -0.993 1.777 1.527
24 H -2.922 1.873 -0.513
25 H -1.580 2.586 -1.316
26 H -2.156 3.301 0.145

Forces on the atoms, in the same order (eV/Å):
C -2.1372 0.8874 -0.0358
C 0.5098 -1.6858 -0.2573
C 3.4434 1.9439 1.4417
C 2.1211 0.1333 0.2270
C -1.7709 -0.2250 0.5949
C 2.7447 -2.0976 -1.5599
C -0.2574 -0.9314 -1.7344
C 1.4543 3.1078 -1.3208
C 0.1195 1.0288 0.1483
C 0.4900 0.2197 0.8924
C 2.6661 0.2994 -1.2005
C 0.1050 -0.2823 2.1830
N -0.8926 0.2990 0.4176
N -4.5652 -2.0199 1.5676
F 0.6208 0.3082 0.4379
H 0.8034 -0.8948 0.0094
H -0.1730 -0.2273 0.1503
H -2.4091 -2.2304 -0.3580
H 0.9258 -0.5802 0.2975
H 0.2883 -0.0967 -0.1125
H -3.0376 2.0082 0.7237
H -0.8181 0.5396 0.5972
H 0.1881 -0.3979 -1.3953
H -0.9892 -0.1207 -0.2264
H 0.7961 0.2359 -1.6559
H -0.2261 0.7788 0.1684

The HOMO-LUMO gap is 8.9 eV. The calculation puts the energy above the lowest of the compared OMol25 structures with the same formula, charge and spin at 0.00 kJ/mol. The largest force on an atom is 5.2 eV/A. The value obtained for the HOMO energy is -8.078 eV.

***

DFT (ωB97M-V/def2-TZVPD) results for the molecule C12H11N3O6 at a distorted geometry.

Element x y z (Å)
1 C 3.879 0.012 -1.804
2 C 2.424 -0.011 -1.527
3 O 1.658 0.643 -2.271
4 N 1.889 -0.942 -0.619
5 C 0.671 -0.926 -0.151
6 C -0.405 -1.160 -1.022
7 C -1.666 -0.797 -0.628
8 O -2.627 -0.696 -1.593
9 C -3.360 0.451 -1.693
10 C -4.653 0.327 -2.470
11 O -2.970 1.588 -1.515
12 C -1.923 -0.525 0.716
13 N -2.989 -0.235 1.322
14 O -2.610 -0.131 2.587
15 N -1.184 -0.284 2.905
16 C -0.904 -0.526 1.671
17 C 0.447 -0.646 1.229
18 O 1.509 -0.820 2.093
19 C 2.301 0.219 2.369
20 C 1.833 1.244 3.264
21 O 3.302 0.435 1.789
22 H 4.026 0.463 -2.745
23 H 4.455 0.510 -1.004
24 H 4.360 -0.956 -1.757
25 H 2.445 -1.263 0.239
26 H -0.248 -1.443 -2.031
27 H -4.586 0.303 -3.520
28 H -5.339 1.057 -2.212
29 H -5.013 -0.589 -2.125
30 H 2.350 1.145 4.245
31 H 0.741 1.397 3.375
32 H 2.188 2.156 2.883

Forces on the atoms, in the same order (eV/Å):
C 0.9557 -0.4304 2.1249
C -2.5728 0.4874 -2.5528
O 1.4552 -1.3471 2.1917
N 5.6151 -1.0209 1.2283
C -3.9713 0.9496 3.3190
C -2.0881 1.2893 0.5931
C 1.4240 -0.2537 -1.9729
O -1.1610 -0.4063 0.6287
C -0.0853 3.5259 -2.7430
C 1.2804 -1.8291 1.4298
O 0.6886 -1.7812 1.3766
C 1.5348 -0.1491 -1.1516
N -1.4588 0.3052 2.1337
O -1.9666 1.0710 3.6059
N -4.2756 0.0048 -2.3474
C 6.0025 -0.6405 -0.3908
C -0.1381 -1.3482 -2.8170
O -0.5667 -1.6126 0.0995
C -0.7608 1.7862 -0.5119
C -1.5251 0.8708 2.7659
O 2.4679 -1.0594 -1.3735
H 0.2440 0.5943 -0.9039
H -0.4746 0.4051 -0.3081
H -0.3097 -0.6109 -0.3164
H 0.3970 0.9272 -2.1060
H 0.2782 0.0151 -0.7502
H 0.7302 -0.0857 -1.2487
H -0.9840 1.6966 0.7278
H -1.2853 -1.7395 0.0326
H -0.6781 -0.1152 -0.4161
H 0.5837 -0.7383 0.2031
H 0.6446 1.2396 -0.5505

Its SMILES is CC(=O)Nc1cc(OC(C)=O)c2nonc2c1OC(C)=O. The HOMO-LUMO gap is 7.7 eV. The calculation puts the energy above the lowest of the compared OMol25 structures with the same formula, charge and spin at 315.70 kJ/mol. The largest force on an atom is 6.0 eV/A. The value obtained for the HOMO energy is -8.743 eV.